This record from the OMol25 dataset describes 10 unconnected molecules or ions with the total composition C10H38O10 in a non-equilibrium geometry. The level of theory is ωB97M-V with the def2-TZVPD basis set.

Structure (XYZ):
```
58
Properties=species:S:1:pos:R:3:forces:R:3
C 15.0909 16.4485 16.2603 -0.02 0.51 0.09
O 14.5887 16.8170 17.5010 0.56 -0.54 -1.24
H 14.6759 15.5987 15.7182 -0.46 -0.33 0.59
H 15.0280 17.2726 15.5496 -0.55 0.65 0.03
H 16.1781 16.3706 16.2605 0.44 -0.26 0.58
C 11.2734 15.2923 15.0481 -1.03 1.86 1.16
O 10.7257 16.4473 15.6893 0.29 -1.34 -1.68
H 12.2504 15.4998 14.6114 0.53 -0.04 -0.39
H 11.4046 14.4175 15.6851 0.15 -0.30 0.71
H 10.6182 14.9147 14.2632 -0.25 -0.16 -0.81
C 11.3379 18.3228 12.4905 -1.06 0.11 0.91
O 11.8319 18.4883 13.8134 0.86 0.41 -1.16
H 10.8115 17.3696 12.4414 0.19 -0.20 -0.41
H 10.5477 19.0620 12.3591 -0.07 0.24 -0.40
H 12.0615 18.4347 11.6830 0.39 -0.08 0.23
H 11.5039 17.7330 14.3069 -0.39 -0.60 1.26
C 7.7963 15.8658 13.6808 -0.29 0.40 -0.56
O 8.6165 17.0039 13.8342 -1.66 -0.37 -1.10
H 7.3325 15.4813 14.5892 0.45 -0.12 0.49
H 6.9253 16.0744 13.0596 -0.10 0.76 -0.14
H 8.2513 15.0655 13.0972 0.56 -0.34 0.33
H 9.3095 16.8200 14.4726 1.33 -0.34 1.44
C 13.1863 14.3799 11.4190 -0.23 -0.23 1.11
O 12.9512 13.1027 10.8899 0.42 -0.17 -0.80
H 12.3058 15.0172 11.3366 0.17 0.43 -0.49
H 13.3048 14.2651 12.4964 0.39 0.33 0.32
H 14.1028 14.8034 11.0081 -0.27 0.08 -0.18
H 12.0901 12.8262 11.2120 -0.31 -0.42 -0.03
C 13.5670 12.1412 15.3657 1.00 -0.20 0.44
O 12.7593 11.0069 15.6561 -0.51 0.09 -0.59
H 14.5984 11.8411 15.1805 0.26 -0.23 -0.03
H 13.2790 12.6539 14.4479 -0.66 -0.17 0.26
H 13.6129 12.8284 16.2105 -0.35 0.28 -0.12
H 13.0887 10.5305 16.4217 0.19 0.28 0.00
C 9.5587 12.8523 12.0909 -2.20 1.12 -0.89
O 10.5122 11.9771 11.6062 1.13 -0.88 0.62
H 8.5771 12.4031 11.9400 -0.42 -0.15 0.21
H 9.5912 13.1755 13.1313 0.73 0.00 -0.11
H 9.5369 13.6952 11.4002 0.22 0.37 0.37
H 10.6283 11.3506 12.3243 0.47 -0.46 -0.16
C 12.1998 13.3991 18.9769 -0.17 -1.31 1.03
O 12.5521 14.7067 19.0017 0.07 2.81 -0.89
H 13.0811 12.8368 18.6684 -0.13 -0.89 0.16
H 11.8347 13.1758 19.9794 0.19 -1.03 0.25
H 11.3543 13.1453 18.3376 0.15 0.64 -0.48
H 13.0717 14.9448 19.7730 -0.08 -0.28 -0.10
C 8.1690 15.6691 18.2349 -0.36 -0.05 1.10
O 9.2613 15.8579 19.1007 1.41 0.26 0.37
H 8.5076 15.3760 17.2412 0.03 0.18 0.05
H 7.5355 14.9181 18.7069 -0.43 -0.25 -0.54
H 7.6296 16.6162 18.2478 -0.28 -0.03 -0.63
H 9.1828 15.3952 19.9381 -0.32 -0.08 -0.32
C 8.5205 12.4784 15.5952 0.37 0.53 -0.12
O 7.2099 12.2320 16.0124 -1.08 -0.65 0.24
H 9.1572 12.3466 16.4700 0.13 0.35 -0.16
H 8.8811 11.8040 14.8184 -0.13 -0.34 -0.10
H 8.5367 13.4885 15.1860 0.75 0.16 0.23
H 6.6068 12.6426 15.3885 0.00 -0.03 0.02
```
Positions in Å, forces in eV/Å.

Results
<S²>: 0.754
HOMO-LUMO gap (alpha / beta): 6.16 / 5.21 eV
net charge: -1
LUMO energy (alpha / beta): 2.5 / 1.6 eV
spin multiplicity: 2

How positive or negative is each atom? The natural (NBO) charges in e answer that: C -0.332; O -0.252; H 0.170; H 0.228; H 0.184; C -0.241; O -0.987; H 0.112; H 0.113; H 0.094; C -0.254; O -0.764; H 0.178; H 0.155; H 0.143; H 0.513; C -0.239; O -0.762; H 0.148; H 0.155; H 0.139; H 0.520; C -0.247; O -0.754; H 0.167; H 0.155; H 0.171; H 0.486; C -0.249; O -0.735; H 0.147; H 0.195; H 0.176; H 0.464; C -0.267; O -0.721; H 0.149; H 0.192; H 0.184; H 0.475; C -0.226; O -0.698; H 0.137; H 0.141; H 0.186; H 0.460; C -0.237; O -0.723; H 0.205; H 0.140; H 0.158; H 0.453; C -0.241; O -0.728; H 0.186; H 0.140; H 0.181; H 0.461

=====

This record from the OMol25 dataset describes 2 unconnected molecules or ions with the total composition C2H4N3O in a non-equilibrium geometry. The level of theory is ωB97M-V with the def2-TZVPD basis set.

Structure (XYZ):
```
10
Properties=species:S:1:pos:R:3:forces:R:3
C 0.7915 0.6729 -0.4141 1.09 -0.73 4.11
C 0.5651 -0.3645 1.8798 -2.56 2.01 1.12
N -1.0076 0.2134 -1.5913 0.88 1.06 1.65
N -1.4740 -0.1734 -2.5114 -1.56 -1.25 -1.26
N 0.8168 0.2735 0.6729 0.50 1.84 -3.40
O -2.0566 -0.6455 -3.3917 -0.07 -0.05 -0.88
H 1.1324 1.3058 -1.1660 0.16 0.58 -1.39
H 1.4277 -0.5705 2.4409 1.18 -1.12 0.23
H -0.0280 0.3346 2.5513 0.64 -0.43 -0.94
H -0.1673 -1.0464 1.5295 -0.26 -1.91 0.76
```
Positions in Å, forces in eV/Å.

Results
HOMO-LUMO gap: 11.65 eV
net charge: +1
LUMO energy: -4.7 eV

How positive or negative is each atom? The natural (NBO) charges in e answer that: C 0.454; C -0.462; N -0.183; N 0.499; N -0.180; O -0.236; H 0.282; H 0.279; H 0.279; H 0.268

=====

This record from the OMol25 dataset describes a single C3H9N3 molecule in a non-equilibrium geometry. The level of theory is ωB97M-V with the def2-TZVPD basis set.

Structure (XYZ):
```
15
Properties=species:S:1:pos:R:3:forces:R:3
H 2.1461 -1.4699 -1.5032 0.03 0.18 0.10
N 1.3558 -0.8357 -1.5955 -1.01 0.75 1.63
C 0.9410 -0.4205 -0.4352 2.35 -1.16 0.35
N 1.5706 -0.8031 0.8398 0.06 0.93 -0.36
N -0.0826 0.4906 -0.2678 -1.05 0.32 -0.30
C -1.2755 0.1016 0.4984 -0.56 0.06 -0.40
C -2.2199 1.2999 0.6287 0.47 -0.06 -0.65
H 1.2969 -0.1894 1.6721 0.87 -1.13 -1.93
H 2.6138 -0.9889 0.7479 -2.17 0.47 0.28
H -0.4156 0.8913 -1.1416 0.56 -0.36 -0.11
H -0.9586 -0.3145 1.4487 -0.11 0.12 0.24
H -1.8811 -0.6734 -0.0171 0.60 -0.03 0.16
H -1.6932 2.2154 0.8145 0.46 0.38 1.03
H -3.0255 1.1009 1.3148 -0.17 0.11 0.39
H -2.6626 1.5792 -0.3230 -0.31 -0.59 -0.44
```
Positions in Å, forces in eV/Å.

Results
SMILES: [H]/N=C(\N)NCC
HOMO-LUMO gap: 10.04 eV
net charge: 0
LUMO energy: 1.0 eV

How positive or negative is each atom? The natural (NBO) charges in e answer that: H 0.336; N -0.742; C 0.592; N -0.888; N -0.648; C -0.208; C -0.620; H 0.388; H 0.395; H 0.388; H 0.194; H 0.178; H 0.214; H 0.219; H 0.203

=====

This record from the OMol25 dataset describes 2 unconnected molecules or ions with the total composition C3H5N3O in a non-equilibrium geometry. The level of theory is ωB97M-V with the def2-TZVPD basis set.

Structure (XYZ):
```
12
Properties=species:S:1:pos:R:3:forces:R:3
O 2.0541 -1.0738 1.1308 0.68 -0.98 -0.57
C 1.2043 -0.0769 1.2292 -0.93 0.60 1.21
C -0.0665 -0.1265 0.6016 1.14 -0.12 0.79
N -0.2430 -0.9974 -0.3851 0.61 -0.05 -0.14
N -1.0892 -0.3197 -1.1543 -1.27 0.22 -0.56
C -1.5257 0.7977 -0.5130 -0.48 -0.27 -0.40
N -0.9396 0.9211 0.6400 0.11 0.36 -0.39
H 1.7675 -1.6427 0.3932 0.07 0.04 0.14
H 1.1049 1.1924 -1.0497 0.30 0.10 0.11
H 1.4146 0.5864 2.0624 -0.10 0.10 -0.30
H -1.4158 -0.7204 -2.0185 -0.11 0.07 0.10
H -2.2655 1.4598 -0.9367 -0.01 -0.08 0.02
```
Positions in Å, forces in eV/Å.

Results
HOMO-LUMO gap (alpha / beta): 6.64 / 9.94 eV
net charge: 0
LUMO energy (alpha / beta): -0.5 / 0.2 eV

How positive or negative is each atom? The natural (NBO) charges in e answer that: O -0.634; C 0.178; C 0.161; N -0.323; N -0.356; C 0.185; N -0.453; H 0.499; H -0.074; H 0.192; H 0.415; H 0.209

=====

For each record above, in turn, the calculated ΔE to the lowest compared entry with this formula, charge and spin values are 150.8 85.8 14.0 126.2 kcal per mole.